DFT (ωB97M-V with the def2-TZVPD basis set) results for C19H44BBrClF4IN5O2P5S as an isolated structure in a non-equilibrium geometry.

Structure (XYZ):
```
84
Properties=species:S:1:pos:R:3:mulliken_charge:R:1
C 3.223 3.541 1.419 -1.125
C 1.871 4.156 1.810 -0.536
C 0.920 3.212 2.561 -1.047
C -0.163 2.573 1.683 -0.722
C 0.331 2.119 0.305 -1.230
C -0.352 0.947 -0.437 3.120
C 0.068 1.119 -1.937 -1.391
C 1.327 1.902 -2.382 -1.225
C 2.706 1.381 -1.997 0.081
C 3.210 0.355 -3.003 -1.230
N 4.495 -0.228 -2.638 -0.282
C 4.358 -1.295 -1.713 0.461
N 3.436 -2.161 -1.881 -0.827
N 5.241 -1.212 -0.632 -0.631
O -1.769 1.323 -0.449 0.470
C -2.927 0.807 0.055 -1.931
I -3.607 2.136 1.815 -0.003
P -4.231 1.166 -1.350 0.251
C -3.740 2.870 -1.797 -0.931
C -5.819 1.546 -0.546 -1.123
C -2.834 -0.768 0.491 1.264
Cl -4.214 -1.531 -0.329 -0.046
P -3.247 -0.966 2.355 0.594
C -2.147 -1.810 3.584 -1.215
C -4.843 -1.802 2.549 -1.246
N -1.528 -1.411 -0.045 -0.642
P -1.259 -3.160 0.612 0.325
S -2.723 -4.334 0.937 -0.225
P -1.434 -1.841 -2.019 0.580
C -2.421 -3.335 -2.370 -1.275
O -2.375 -0.660 -2.590 -0.286
C -0.162 -0.516 0.161 -0.286
Br 1.318 -1.433 -0.739 0.339
P 0.595 -0.664 1.926 0.632
N 1.359 -1.948 2.318 -0.675
H 3.532 3.826 0.415 0.218
H 3.214 2.450 1.452 0.279
H 4.011 3.854 2.103 0.396
H 1.372 4.527 0.913 0.273
H 2.047 5.029 2.436 0.503
H 1.504 2.452 3.088 0.284
H 0.400 3.773 3.339 0.522
H -0.649 1.771 2.232 0.000
H -0.945 3.309 1.528 0.420
H 0.144 2.948 -0.372 1.121
H 1.406 1.952 0.297 -0.572
H 0.018 0.169 -2.467 0.001
H -0.761 1.699 -2.328 0.120
H 1.216 2.953 -2.121 0.282
H 1.270 1.887 -3.474 0.800
H 3.435 2.192 -1.921 0.426
H 2.685 0.930 -1.007 0.014
H 2.545 -0.504 -3.039 0.466
H 3.217 0.788 -4.006 0.312
H 5.133 0.436 -2.220 0.334
H 3.547 -2.898 -1.183 0.356
H 6.180 -1.505 -0.896 0.301
H 4.955 -1.909 0.054 0.355
H -4.214 3.081 -2.755 0.409
H -2.668 2.937 -1.920 0.067
H -4.048 3.620 -1.068 0.331
H -6.526 1.597 -1.376 0.415
H -5.835 2.486 -0.005 0.345
H -6.139 0.739 0.110 0.263
H -1.419 -2.552 3.278 0.310
H -1.646 -1.042 4.164 0.432
H -2.840 -2.329 4.242 0.485
H -4.914 -1.947 3.627 0.508
H -5.636 -1.124 2.246 0.290
H -4.951 -2.770 2.066 0.330
H -0.389 -3.490 -0.423 0.145
H -0.432 -2.838 1.665 -0.082
H -3.407 -3.436 -1.937 0.320
H -1.826 -4.217 -2.143 0.435
H -2.503 -3.263 -3.460 0.512
H -2.609 -0.781 -3.525 0.313
H -0.484 -0.312 2.738 -0.162
H 1.354 0.486 1.825 -0.099
H 1.030 -2.421 3.151 0.294
B 5.612 -4.558 0.190 0.533
F 6.105 -5.047 1.391 -0.356
F 6.570 -3.721 -0.433 -0.421
F 5.225 -5.579 -0.667 -0.379
F 4.454 -3.729 0.468 -0.435
```

Calculated values
ΔE to the lowest compared entry with this formula, charge and spin	0.000	eV
calculated total energy	-7035.7685	Ha
E_HOMO	-8.265	eV
charge	0
lowest unoccupied orbital energy	-1.2	eV

---

DFT (ωB97M-V with the def2-TZVPD basis set) results for C15H41NiO16S5 as an isolated structure in a non-equilibrium geometry.

Structure (XYZ):
```
78
Properties=species:S:1:pos:R:3:lowdin_spin:R:1
Ni -21.562 6.752 27.653 1.785
O -23.311 6.046 27.935 0.088
H -23.758 5.319 27.507 0.006
O -18.810 4.452 29.992 0.002
S -20.230 4.737 30.071 0.004
O -20.740 5.908 29.385 0.017
O -21.031 3.429 29.445 0.000
C -20.587 2.110 29.792 0.000
C -19.900 1.477 28.575 0.000
C -20.777 4.634 31.801 0.002
H -21.475 1.537 30.054 0.000
H -19.895 2.109 30.635 0.000
H -19.806 0.392 28.641 0.000
H -18.909 1.846 28.307 0.000
H -20.450 1.704 27.663 0.000
H -20.528 3.672 32.241 0.000
H -21.862 4.620 31.689 0.000
H -20.369 5.488 32.333 0.000
O -18.009 7.289 29.574 0.000
S -18.155 7.682 28.196 0.002
O -19.382 7.429 27.468 0.011
O -17.920 9.268 28.061 0.000
C -18.257 9.958 26.859 0.000
C -17.680 11.348 26.773 0.000
C -16.732 7.065 27.295 0.001
H -19.353 10.004 26.852 0.000
H -18.095 9.301 25.999 0.000
H -18.188 11.953 26.024 0.000
H -16.636 11.203 26.486 0.000
H -17.692 11.954 27.678 0.000
H -16.747 5.980 27.410 0.000
H -15.826 7.395 27.797 0.000
H -16.810 7.319 26.241 0.000
O -23.304 9.778 30.195 0.000
S -21.967 9.693 29.677 0.003
O -21.621 8.753 28.615 0.015
O -21.492 11.187 29.144 0.001
C -21.519 12.299 30.072 0.000
C -22.759 13.149 29.766 0.000
C -20.799 9.397 31.055 0.000
H -20.542 12.727 29.843 0.000
H -21.488 12.051 31.134 0.000
H -23.034 13.129 28.712 0.000
H -22.516 14.196 29.952 0.000
H -23.594 12.765 30.347 0.000
H -21.116 9.993 31.905 0.000
H -19.836 9.753 30.692 0.000
H -20.804 8.320 31.197 0.000
O -21.949 7.887 26.061 0.023
S -22.951 8.678 25.323 0.005
O -23.637 9.756 25.977 0.001
O -22.250 9.279 23.978 0.005
C -21.053 8.706 23.453 0.000
C -20.710 9.468 22.177 0.000
C -24.052 7.467 24.537 0.000
H -21.191 7.654 23.186 0.000
H -20.263 8.725 24.205 0.000
H -20.006 8.967 21.518 0.000
H -20.569 10.542 22.291 0.000
H -21.641 9.445 21.597 0.000
H -24.295 7.933 23.585 0.000
H -24.963 7.324 25.117 0.000
H -23.577 6.490 24.493 0.000
O -20.037 3.145 25.296 0.004
S -21.094 4.132 25.455 0.004
O -20.881 5.352 26.225 0.021
O -21.676 4.548 23.973 0.002
C -21.236 3.813 22.798 0.000
C -21.747 2.376 22.812 0.000
C -22.573 3.284 26.093 -0.001
H -20.154 3.939 22.866 0.000
H -21.629 4.363 21.946 0.000
H -22.830 2.381 22.939 0.000
H -21.301 1.770 23.598 0.000
H -21.501 1.882 21.872 0.000
H -23.464 3.885 25.938 0.000
H -22.413 3.114 27.157 0.000
H -22.625 2.322 25.589 0.000
```

Calculated values
calculated total energy	-5298.9161	Ha
E_HOMO (alpha / beta)	-11.259 / -11.074	eV
charge	+1
lowest unoccupied orbital energy (alpha / beta)	-1.8 / -1.8	eV
multiplicity	3

---

DFT (ωB97M-V with the def2-TZVPD basis set) results for C4H7NO in the gas phase in a non-equilibrium geometry.

Structure (XYZ):
```
13
Properties=species:S:1:pos:R:3:nbo_charge:R:1
C -0.527 -1.673 -1.526 -0.438
N 0.314 -0.458 -1.472 -0.461
C 0.299 0.188 -0.389 0.563
C 1.019 1.173 0.656 -0.457
C -0.281 1.128 1.437 -0.075
O -0.531 -0.148 0.816 -0.565
H -1.070 -1.782 -0.586 0.207
H 0.100 -2.567 -1.682 0.208
H -1.233 -1.617 -2.361 0.205
H 1.377 2.046 0.154 0.215
H 1.799 0.705 1.295 0.238
H -0.255 1.122 2.544 0.190
H -1.010 1.883 1.114 0.171
```

Calculated values
ΔE to the lowest compared entry with this formula, charge and spin	2.838	eV
calculated total energy	-286.5273	Ha
E_HOMO	-9.765	eV
charge	0
lowest unoccupied orbital energy	1.0	eV

---

DFT (ωB97M-V with the def2-TZVPD basis set) results for C2H3NOS2 in the gas phase in a non-equilibrium geometry.

Structure (XYZ):
```
9
Properties=species:S:1:pos:R:3:nbo_charge:R:1
O 0.671 0.682 -1.857 -0.531
N 1.014 1.515 -0.801 -0.026
C 0.389 1.272 0.273 -0.230
S -1.046 0.293 0.461 0.331
C -0.551 -1.390 0.721 -0.510
S -1.737 -2.508 1.231 0.043
H 0.045 -0.086 -1.476 0.443
H 0.682 1.997 1.152 0.232
H 0.533 -1.775 0.294 0.248
```

Calculated values
ΔE to the lowest compared entry with this formula, charge and spin	3.791	eV
calculated total energy	-1004.2482	Ha
E_HOMO	-9.395	eV
charge	0
lowest unoccupied orbital energy	-1.2	eV

---

DFT (ωB97M-V with the def2-TZVPD basis set) results for C4H5NO in the gas phase.

Structure (XYZ):
```
11
Properties=species:S:1:pos:R:3:nbo_charge:R:1
H -3.186 -0.606 0.055 0.356
N -2.170 -0.607 0.013 -0.729
C -1.707 0.512 0.379 0.410
O -0.394 0.776 0.423 -0.481
C 0.428 -0.321 0.018 -0.159
C 1.840 0.011 0.201 -0.039
C 3.025 0.178 0.324 -0.205
H -2.271 1.393 0.700 0.159
H 0.217 -0.561 -1.030 0.223
H 0.165 -1.205 0.608 0.228
H 4.078 0.319 0.435 0.237
```

Calculated values
ΔE to the lowest compared entry with this formula, charge and spin	2.441	eV
calculated total energy	-285.3249	Ha
E_HOMO	-10.201	eV
charge	0
lowest unoccupied orbital energy	1.0	eV

---

DFT (ωB97M-V with the def2-TZVPD basis set) results for C2H6N4O2 as an isolated structure in a non-equilibrium geometry.

Structure (XYZ):
```
14
Properties=species:S:1:pos:R:3:nbo_charge:R:1
C -0.421 -1.543 -0.415 0.212
C -0.026 1.887 -0.041 0.186
H -1.647 -4.296 1.188 0.377
H 0.088 -4.121 -0.260 0.257
H 0.633 -1.955 -1.193 0.223
H -1.119 1.965 -0.228 0.187
H 0.430 3.648 1.135 0.357
H 2.611 3.609 -0.643 0.460
N -1.291 -3.638 0.204 -0.580
N -1.435 -2.314 0.454 -0.210
N 0.419 0.731 0.043 -0.137
N 0.608 3.240 -0.003 -0.307
O -0.852 -0.092 -0.389 -0.449
O 1.999 2.881 0.148 -0.577
```

Calculated values
ΔE to the lowest compared entry with this formula, charge and spin	13.255	eV
calculated total energy	-448.8341	Ha
E_HOMO	-8.015	eV
charge	0
lowest unoccupied orbital energy	-0.2	eV

---

Question: What is the calculated total energy in the fifth record?
Answer: -285.3249 Ha

---

Question: What is the calculated total energy in the fourth record?
Answer: -1004.2482 Ha